This record from the OMol25 dataset describes 2 unconnected molecules or ions with the total composition CH3NOS2 at a distorted geometry. The level of theory is ωB97M-V with the def2-TZVPD basis set.

**Energy above the lowest of the compared OMol25 structures with the same formula, charge and spin**: 108.0 kJ/mol
**Structure (SMILES)**: N=C=S.OS
**Net charge**: 0

Geometry (Å):
1 N 1.39886 -0.48977 0.94554
2 C 1.41938 -0.99114 -0.14632
3 S 1.19884 -1.47939 -1.54863
4 H 2.23565 -0.56337 1.49617
5 O -1.09905 0.91072 -0.86667
6 S -1.34458 0.55116 0.71373
7 H -1.68203 0.55179 -1.55318
8 H -2.12707 1.51000 0.95936

Partial atomic charges computed with the Löwdin method, in multiples of e: N 0.062; C -0.966; S 0.793; H 0.084; O -0.570; S 0.753; H 0.046; H -0.202


This record from the OMol25 dataset describes 2 unconnected molecules or ions with the total composition CH3NS2 at a distorted geometry. The level of theory is ωB97M-V with the def2-TZVPD basis set.

**Energy above the lowest of the compared OMol25 structures with the same formula, charge and spin**: 35.7 kJ/mol
**Net charge**: 0

Geometry (Å):
1 C -2.19039 -0.12040 -0.17936
2 N 1.58417 -0.15177 0.22628
3 S -1.92233 1.39055 -0.33981
4 S -2.30366 -1.62349 0.02392
5 H 1.57125 0.76073 0.83290
6 H 2.50105 -0.18003 -0.30627
7 H 0.75993 -0.07559 -0.25766

Partial atomic charges computed with the Löwdin method, in multiples of e: C -1.471; N -0.010; S 0.723; S 0.766; H 0.056; H 0.037; H -0.101


This record from the OMol25 dataset describes CH3NS2 in the gas phase at a distorted geometry. The level of theory is ωB97M-V with the def2-TZVPD basis set.

**Energy above the lowest of the compared OMol25 structures with the same formula, charge and spin**: 284.0 kJ/mol
**Structure (SMILES)**: S=CNS
**Net charge**: 0

Geometry (Å):
1 S -2.42824 -0.19213 -0.25888
2 C -0.89615 0.65818 -0.19693
3 N 0.15075 -0.23338 0.09896
4 S 1.70905 -0.02138 -0.38103
5 H -0.91216 1.63334 0.19527
6 H -0.15394 -1.28729 -0.36953
7 H 2.53070 -0.55735 0.91213

Partial atomic charges computed with the Löwdin method, in multiples of e: S 0.510; C -0.641; N -0.642; S 0.619; H 0.031; H 0.135; H -0.013


This record from the OMol25 dataset describes a molecular structure, CH3NS2 at a distorted geometry. The level of theory is ωB97M-V with the def2-TZVPD basis set.

**Energy above the lowest of the compared OMol25 structures with the same formula, charge and spin**: 310.7 kJ/mol
**Net charge**: 0

Geometry (Å):
1 C 0.26028 0.07564 0.20650
2 N 1.58263 -0.04574 0.71795
3 S 2.72640 1.04499 -0.07704
4 S 2.82656 -1.04898 -0.10584
5 H -0.38998 -0.90135 0.49439
6 H -0.17589 0.86882 0.73613
7 H -0.17893 0.16819 -1.11912

Partial atomic charges computed with the Löwdin method, in multiples of e: C -0.342; N -0.865; S 0.452; S 0.452; H 0.105; H 0.025; H 0.174